1.
Entry from the OMol25 dataset: a structure of composition C41H53CrN3OP2Si2 in a non-equilibrium geometry (ωB97M-V/def2-TZVPD).

Structure (ORCA input):
```
! RIJCOSX wB97M-V def2-TZVPD def2/J DEFGRID3
* xyz -1 2
Cr -0.01425 -0.88713 0.31155
C 3.39815 -1.59150 -2.04864
Si 3.33065 -1.14999 -0.23634
C 3.34405 -2.76247 0.68464
C 4.98633 -0.33409 0.13979
N 1.98990 -0.21859 0.29738
P 1.42224 1.26678 -0.00247
C -0.06724 1.39861 0.80171
P -1.56911 1.24095 0.05107
N -1.95829 -0.31947 -0.04101
Si -3.31016 -1.26412 0.45812
C -3.51151 -2.69239 -0.72306
C -3.06951 -1.96741 2.16491
C -4.90924 -0.29504 0.43263
C -1.83336 1.96704 -1.60878
C -1.38178 3.24982 -1.90569
C -1.67175 3.83573 -3.13035
C -2.42558 3.14174 -4.06973
C -2.87614 1.86099 -3.78446
C -2.57668 1.27469 -2.55679
C -2.79920 2.19887 1.05109
C -3.84730 2.93365 0.50287
C -4.73261 3.63604 1.31755
C -4.58469 3.60634 2.69476
C -3.54790 2.87270 3.25729
C -2.66117 2.18293 2.44009
C 2.57881 2.52012 0.71183
C 3.87546 2.71090 0.23541
C 4.74248 3.60471 0.84953
C 4.32074 4.32560 1.95963
C 3.03254 4.14879 2.44283
C 2.16669 3.25349 1.81882
C 1.48341 1.65766 -1.80052
C 1.90069 2.89967 -2.28124
C 1.88060 3.18741 -3.64171
C 1.41281 2.24398 -4.54263
C 0.96784 1.01364 -4.07544
C 1.00313 0.72408 -2.71951
H 4.28883 -2.20763 -2.22571
H 3.45849 -0.71170 -2.69457
H 2.51749 -2.17350 -2.33915
H 4.21784 -3.36338 0.39748
H 2.44244 -3.32999 0.44516
H 3.37595 -2.59959 1.76881
H 5.73471 -1.12162 0.29388
H 4.95086 0.28425 1.04257
H 5.33550 0.29165 -0.68950
H -2.72248 -3.43402 -0.54896
H -3.44687 -2.37093 -1.76879
H -4.48166 -3.18479 -0.57489
H -2.00120 -2.14560 2.30221
H -3.60424 -2.91486 2.30117
H -3.39356 -1.27079 2.94665
H -5.03702 0.24424 -0.51396
H -4.95863 0.43716 1.24398
H -5.75154 -0.98842 0.54475
H -0.79948 3.78822 -1.16536
H -1.30455 4.83063 -3.35712
H -2.64887 3.59602 -5.02792
H -3.45691 1.31395 -4.51770
H -2.90260 0.26699 -2.32684
H -3.99135 2.95251 -0.57062
H -5.54085 4.20391 0.87031
H -5.27303 4.15286 3.32927
H -3.42453 2.84313 4.33432
H -1.84491 1.62227 2.87943
H 4.21380 2.15321 -0.62923
H 5.74580 3.73904 0.46250
H 4.99665 5.01882 2.44730
H 2.69829 4.70946 3.30797
H 1.15186 3.10939 2.17433
H 2.23270 3.66023 -1.58865
H 2.21325 4.15732 -3.99355
H 1.38475 2.46985 -5.60331
H 0.58777 0.27305 -4.76936
H 0.64949 -0.23453 -2.35565
C -0.32053 -3.32442 -2.68879
C -0.21610 -4.33387 -1.57598
C -0.27599 -5.69837 -1.83878
C -0.17512 -6.63499 -0.81819
C -0.02114 -6.19544 0.48863
C 0.03617 -4.83953 0.79240
C 0.18330 -4.36776 2.21435
C -0.05151 -3.89291 -0.24832
N 0.00830 -2.53705 0.02456
H -0.67789 -3.79788 -3.60718
H 0.65282 -2.86713 -2.89392
H -0.98944 -2.50867 -2.41839
H -0.40693 -6.02957 -2.86467
H -0.22583 -7.69489 -1.03905
H 0.04416 -6.91805 1.29688
H 0.04220 -5.19645 2.91187
H -0.53161 -3.57757 2.44430
H 1.17031 -3.93519 2.38857
C 1.48753 0.53195 4.81877
C 1.49871 -0.38083 3.60747
O 0.20123 -0.54550 3.05153
H 2.49648 0.64223 5.23148
H 0.83041 0.13664 5.59709
H 1.12682 1.52595 4.53560
H 1.84037 -1.37949 3.88787
H 2.18578 -0.00162 2.84803
H -0.01365 0.27884 2.56750
*
```

Its expectation value of S² is 0.804. As for the HOMO energy (spin up / spin down): -3.9651 / -3.3699 eV. The calculation puts the frontier orbital gap (spin up / spin down) at 0.241 / 0.219 hartree. The energy above the lowest of the compared OMol25 structures with the same formula, charge and spin is 0.0 kJ/mol.


2.
Entry from the OMol25 dataset: a cluster of 10 separate species, C40H80O30 in total in a non-equilibrium geometry (ωB97M-V/def2-TZVPD).

Structure (ORCA input):
```
! RIJCOSX wB97M-V def2-TZVPD def2/J DEFGRID3
* xyz 0 1
C -1.60649 -2.05453 -4.17056
C -2.13114 -2.53570 -2.81567
O -1.74896 -3.89334 -2.66550
C -2.17190 -4.49491 -1.55118
O -2.88421 -4.01888 -0.71684
O -1.69581 -5.74249 -1.59247
C -2.03415 -6.60818 -0.49692
H -1.74952 -2.76228 -4.98408
H -0.54543 -1.78878 -4.14902
H -2.05612 -1.08323 -4.39685
H -3.21134 -2.40386 -2.82240
H -1.66470 -1.85853 -2.09723
H -1.93929 -7.59239 -0.95640
H -3.09401 -6.52412 -0.26118
H -1.32482 -6.45041 0.30894
C 5.89197 4.38090 -2.00838
C 4.54407 3.80914 -1.56062
O 3.52822 4.76409 -1.78811
C 2.33619 4.43003 -1.29171
O 2.15483 3.49435 -0.55173
O 1.45514 5.31193 -1.72257
C 0.09431 5.07354 -1.31011
H 6.69119 3.68019 -1.76430
H 6.16882 5.24917 -1.39967
H 5.92743 4.71718 -3.04296
H 4.66577 3.54573 -0.51353
H 4.47000 2.90852 -2.16701
H -0.57072 5.76463 -1.82117
H -0.04863 5.20470 -0.23957
H -0.12543 4.06889 -1.67226
C -0.01817 -5.52815 5.49105
C -0.60120 -6.18096 4.23170
O -0.79707 -5.31668 3.13356
C 0.21263 -4.59040 2.64622
O 1.36451 -4.70980 2.99339
O -0.26334 -3.72501 1.78714
C 0.63635 -2.74903 1.30535
H -0.16405 -6.22858 6.31511
H -0.60398 -4.64519 5.74800
H 1.03841 -5.31012 5.36146
H -1.62790 -6.40868 4.53401
H -0.12737 -7.12711 3.96764
H 1.02387 -2.16809 2.14448
H 0.20109 -1.93808 0.72085
H 1.49490 -3.10218 0.73947
C -0.84150 -1.32222 4.06377
C -1.70976 -1.56752 5.28298
O -0.90354 -1.40928 6.43964
C -1.16138 -1.91670 7.62029
O -0.54710 -1.65520 8.61117
O -2.22724 -2.75377 7.56467
C -2.59396 -3.40754 8.76534
H -1.34960 -1.48759 3.11361
H 0.00876 -2.00664 4.04560
H -0.42432 -0.31499 4.01196
H -2.09784 -2.58102 5.17790
H -2.58174 -0.91452 5.25472
H -3.27059 -2.79952 9.36426
H -1.71809 -3.64261 9.37134
H -3.06594 -4.35532 8.51621
C -3.12963 1.03353 3.05250
C -2.96509 1.54754 1.65091
O -1.67074 1.01942 1.23763
C -1.36536 1.03947 -0.04598
O -2.02037 1.45721 -0.95637
O -0.13549 0.52924 -0.16674
C 0.43121 0.62172 -1.46275
H -2.41229 1.55888 3.68815
H -3.03004 -0.03320 3.20124
H -4.07710 1.44974 3.40820
H -2.83884 2.63039 1.65580
H -3.69708 1.21435 0.91961
H 0.68617 1.64868 -1.70909
H -0.21488 0.23240 -2.25496
H 1.29167 -0.04378 -1.49806
C -4.64163 2.92523 -1.53671
C -4.08553 4.29931 -1.24285
O -4.41768 5.25762 -2.23988
C -3.68125 5.32119 -3.33503
O -2.59378 4.84393 -3.55645
O -4.34952 6.01778 -4.23209
C -3.71968 6.36989 -5.45722
H -4.16400 2.48584 -2.41518
H -5.71577 2.90215 -1.73045
H -4.47846 2.22558 -0.72405
H -3.03174 4.35053 -0.96538
H -4.57264 4.64163 -0.32500
H -2.82900 6.95018 -5.21576
H -4.43803 6.95599 -6.02033
H -3.43956 5.48139 -6.02189
C 3.97042 -7.57691 -3.22154
C 2.50905 -7.46917 -3.54346
O 2.22844 -6.10997 -3.91549
C 1.68018 -5.29023 -3.03405
O 1.23633 -5.55102 -1.95506
O 1.69885 -4.06374 -3.55249
C 1.62568 -3.01038 -2.64014
H 4.27792 -6.92450 -2.40494
H 4.57973 -7.29369 -4.08070
H 4.15530 -8.61070 -2.91697
H 1.93042 -7.73817 -2.65447
H 2.14425 -8.07566 -4.37020
H 0.60180 -2.72580 -2.38460
H 2.06326 -2.09427 -3.04350
H 2.15644 -3.12167 -1.69203
C -0.14412 2.70354 -4.32920
C 0.47445 1.60748 -5.17364
O 1.62304 1.03918 -4.54616
C 2.78610 1.63492 -4.60323
O 3.06227 2.59555 -5.26748
O 3.66485 0.98632 -3.83332
C 5.04173 1.25080 -4.07709
H 0.56252 3.48512 -4.05819
H -0.59799 2.23301 -3.45414
H -1.01370 3.17518 -4.79142
H 0.78433 1.98870 -6.15159
H -0.24518 0.84116 -5.45678
H 5.30142 2.27517 -3.81553
H 5.30638 1.14631 -5.12976
H 5.60401 0.55221 -3.46753
C -4.20452 5.43170 5.03682
C -4.20498 4.04945 4.43756
O -4.75838 3.95558 3.12421
C -6.05877 3.64528 2.99459
O -6.80154 3.38385 3.90155
O -6.32594 3.57226 1.70121
C -7.63783 3.72083 1.24258
H -3.48297 6.07463 4.53696
H -3.97253 5.38811 6.10064
H -5.21872 5.83092 4.97677
H -4.69462 3.32342 5.09075
H -3.19628 3.64630 4.33019
H -7.76942 4.54673 0.53740
H -8.39539 3.87090 2.01169
H -7.95442 2.85688 0.65262
C 9.69083 -0.45859 1.06628
C 8.67416 0.10878 0.09953
O 7.39675 -0.01935 0.72557
C 6.35806 0.50306 0.06526
O 6.43800 1.13040 -0.96262
O 5.25972 0.16364 0.70229
C 4.00906 0.63501 0.20399
H 9.86775 0.27019 1.85821
H 10.66677 -0.60259 0.59741
H 9.41367 -1.42055 1.49157
H 8.63371 -0.40244 -0.86604
H 8.87733 1.15930 -0.11947
H 3.27320 0.12679 0.82205
H 3.87217 0.27627 -0.81906
H 3.87290 1.71174 0.22056
*
```

As for the SMILES: CCOC(=O)OC.CCOC(=O)OC.CCOC(=O)OC.CCOC(=O)OC.CCOC(=O)OC.CCOC(=O)OC.CCOC(=O)OC.CCOC(=O)OC.CCOC(=O)OC.CCOC(=O)OC. As for the HOMO energy: -10.5342 eV. The calculation puts the frontier orbital gap at 0.405 hartree. The energy above the lowest of the compared OMol25 structures with the same formula, charge and spin is 144.5 kJ/mol.


3.
Entry from the OMol25 dataset: an isolated molecule of C2H6N2S in a non-equilibrium geometry (ωB97M-V/def2-TZVPD).

Structure (ORCA input):
```
! RIJCOSX wB97M-V def2-TZVPD def2/J DEFGRID3
* xyz 0 1
C 1.44521 0.07588 0.08553
C -0.80088 -0.77367 -0.36281
H 1.88085 -0.78495 -0.59502
H 2.23504 0.93019 -0.25200
H 1.66708 0.09470 1.09778
H -0.99826 1.63300 1.06421
H -0.11574 -1.70366 -0.38981
H -2.78622 -1.13107 -0.03498
N 0.12527 0.24788 -0.47182
N -1.92245 -0.38491 0.09611
S -0.72990 1.79661 -0.23721
*
```

As for the SMILES: [H]/N=C/N(C)S. As for the HOMO energy: -8.4652 eV. The calculation puts the frontier orbital gap at 0.344 hartree. The energy above the lowest of the compared OMol25 structures with the same formula, charge and spin is 290.2 kJ/mol.


4.
Entry from the OMol25 dataset: a structure of composition C4H8S in a non-equilibrium geometry (ωB97M-V/def2-TZVPD).

Structure (ORCA input):
```
! RIJCOSX wB97M-V def2-TZVPD def2/J DEFGRID3
* xyz 0 1
C -2.02067 0.24412 0.26534
C 0.46325 -0.57961 -0.16511
C 0.91562 0.77158 -0.39439
C 1.34343 -1.27548 0.37354
H -2.99712 0.18732 0.51272
H -1.79520 0.67493 1.28126
H -1.77733 1.05856 -0.31095
H 1.54157 0.75472 -1.66149
H 1.93666 1.36411 0.06718
H 0.02612 1.58169 -0.32947
H 2.31103 -1.08842 0.52237
H 1.21120 -2.48531 0.32096
S -1.15855 -1.20819 -0.48196
*
```

As for the HOMO energy: -8.6629 eV. The calculation puts the frontier orbital gap at 0.351 hartree. The energy above the lowest of the compared OMol25 structures with the same formula, charge and spin is 380.3 kJ/mol.


5.
Entry from the OMol25 dataset: the ion C5H10N2O2 with charge +2 in a non-equilibrium geometry (ωB97M-V/def2-TZVPD).

Structure (ORCA input):
```
! RIJCOSX wB97M-V def2-TZVPD def2/J DEFGRID3
* xyz 2 1
C -1.27794 -1.86787 -0.08152
C -2.10548 -0.86265 0.10847
C 0.51835 -0.29664 -0.00476
C 2.85788 0.35431 -0.24821
C 1.40713 0.77483 0.04717
N 0.08388 -1.52360 -0.10487
N -1.47411 0.37623 0.21226
O -1.90443 1.13760 1.24850
O -1.16841 1.12333 -0.94092
H -1.52612 -2.81212 -0.11658
H -3.11705 -1.11377 0.40738
H 3.23143 1.13146 -0.96242
H 2.87071 -0.62096 -0.48350
H 3.38448 0.47250 0.67870
H 0.92956 1.60468 -0.73940
H 1.34074 1.29079 1.00877
H 0.69172 -2.29590 -0.06901
H -2.84386 1.42301 1.33030
H -1.89848 1.70477 -1.29034
*
```

As for the HOMO energy (spin up / spin down): -19.6681 / -19.6679 eV. The calculation puts the frontier orbital gap (spin up / spin down) at 0.321 / 0.321 hartree. The energy above the lowest of the compared OMol25 structures with the same formula, charge and spin is 677.6 kJ/mol.


6.
Entry from the OMol25 dataset: a structure of composition C7H12NO in a non-equilibrium geometry (ωB97M-V/def2-TZVPD).

Structure (ORCA input):
```
! RIJCOSX wB97M-V def2-TZVPD def2/J DEFGRID3
* xyz -1 1
C -0.11104 -0.90531 -2.15329
C -0.16014 -0.89043 -0.95419
C -0.03497 -1.06428 -3.60431
C 0.11972 -0.22866 2.62299
C 1.37277 0.91416 0.64745
C -1.10369 1.20385 0.84992
C 0.05198 0.24332 1.15112
N -0.05476 -0.95184 0.33476
O -1.66424 -1.70614 0.82284
H 0.68465 -0.25933 -3.83212
H 0.32998 -1.93579 -4.06385
H -0.98206 -0.74173 -4.26914
H 1.17232 -0.29312 3.05367
H -0.57542 0.30856 3.22599
H -0.07674 -1.35383 2.47685
H 2.29416 0.38597 0.58933
H 1.49921 1.86818 1.41185
H 1.22615 1.21860 -0.38727
H -1.00666 1.16149 -0.28913
H -2.14950 0.81151 1.05322
H -0.83171 2.21485 1.31333
*
```

As for the HOMO energy (spin up / spin down): -3.1815 / -3.1810 eV. The calculation puts the frontier orbital gap (spin up / spin down) at 0.255 / 0.255 hartree. The energy above the lowest of the compared OMol25 structures with the same formula, charge and spin is 408.9 kJ/mol.